(1)
The following is a DFT calculation (the ωB97M-V functional and the def2-TZVPD basis) of a cluster of 13 separate species, C4H35N2O12S in total at a distorted geometry.

Each atom is followed by the atoms it is bonded to, with distances in Å.
Cartesian coordinates (Å):
1 C -1.585 0.456 0.036  N2 1.486, C5 1.584, H8 1.128, H9 1.066
2 N -2.237 0.575 1.366  C1 1.486, C3 1.466, H10 1.038
3 C -2.668 1.944 1.668  N2 1.466, N4 1.565, H11 1.129, H12 1.118
4 N -3.955 2.022 0.781  C3 1.565, H13 0.964, H14 1.004
5 C -0.512 -0.709 0.023  C1 1.584, C6 1.542, H15 1.188, H16 1.063
6 C -0.214 -1.025 -1.456  C5 1.542, S7 1.898, H17 1.049, H18 1.135
7 S -1.749 -1.394 -2.509  C6 1.898
8 H -2.319 0.199 -0.780  C1 1.128
9 H -0.944 1.250 -0.274  C1 1.066
10 H -1.644 0.202 2.132  N2 1.038
11 H -1.883 2.734 1.485  C3 1.129
12 H -2.944 1.944 2.752  C3 1.118
13 H -4.406 1.174 0.710  N4 0.964
14 H -3.619 2.137 -0.158  N4 1.004
15 H -0.966 -1.732 0.418  C5 1.188
16 H 0.428 -0.679 0.520  C5 1.063
17 H 0.232 -0.239 -1.989  C6 1.049
18 H 0.562 -1.836 -1.627  C6 1.135
19 H 0.673 3.568 0.735  O21 0.972
20 H 0.285 4.014 2.199  O21 1.056
21 O 1.089 3.668 1.608  H19 0.972, H20 1.056
22 H 3.233 1.758 2.629  O24 0.989
23 H 3.548 0.242 2.653  O24 0.966
24 O 3.255 0.966 3.221  H22 0.989, H23 0.966
25 H 4.187 -0.391 -0.566  O27 0.987
26 H 4.195 -0.791 0.948  O27 0.928
27 O 4.647 -0.300 0.303  H25 0.987, H26 0.928
28 H 2.925 1.036 -1.794  O30 0.964
29 H 2.553 -0.369 -1.547  O30 0.902
30 O 3.063 0.131 -2.097  H28 0.964, H29 0.902
31 H 0.030 3.292 -1.110  O33 1.026
32 H -1.333 3.655 -1.523  O33 0.997
33 O -0.856 3.536 -0.656  H31 1.026, H32 0.997
34 H 3.563 -2.588 -1.297  O36 0.945
35 H 3.175 -2.997 0.021  O36 0.884
36 O 3.555 -2.315 -0.393  H34 0.945, H35 0.884
37 H 1.448 -2.432 3.009  O39 0.929
38 H 1.041 -0.952 2.756  O39 0.941
39 O 1.687 -1.539 3.107  H37 0.929, H38 0.941
40 H 1.607 1.798 0.567  O42 0.967
41 H 0.808 1.376 -0.786  O42 0.958
42 O 1.570 1.809 -0.400  H40 0.967, H41 0.958
43 H 1.477 -4.352 -0.638  O45 0.977
44 H 0.056 -4.020 -0.270  O45 0.918
45 O 0.921 -3.835 -0.024  H43 0.977, H44 0.918
46 H -3.759 -1.010 0.436  O48 0.906
47 H -3.637 -1.923 -0.650  O48 0.953
48 O -4.106 -1.804 0.171  H46 0.906, H47 0.953
49 H -2.604 -3.651 -0.617  O51 1.003
50 H -1.665 -3.540 -1.812  O51 0.973
51 O -1.756 -4.043 -0.984  H49 1.003, H50 0.973
52 H -0.873 1.205 -3.397  O54 0.899
53 H -2.179 1.913 -3.199  O54 0.929
54 O -1.399 1.866 -3.701  H52 0.899, H53 0.929

The HOMO energy (alpha / beta) comes out at -9.7 / -9.7 eV. The value obtained for the total energy is -43097.1565 eV. The spin multiplicity is 2. The value obtained for the orbital gap (alpha / beta) is 9.5 / 6.1 eV. The calculation puts the LUMO energy (alpha / beta) at -0.0089 / -0.1318 Ha. As for the total charge: 0.



(2)
The following is a DFT calculation (the ωB97M-V functional and the def2-TZVPD basis) of a cluster of 14 separate species, C4H35NO13 in total at a distorted geometry.

Each atom is followed by the atoms it is bonded to, with distances in Å.
Cartesian coordinates (Å):
1 C 0.665 0.724 2.500  C2 1.568, H6 1.161, H7 1.069, H8 1.042
2 C 1.948 1.546 2.129  C1 1.568, C3 1.322, N5 1.363
3 C 3.076 1.377 2.799  C2 1.322, H9 1.065, H10 1.208
4 C 2.988 2.986 0.453  N5 1.472, H11 1.086, H12 1.099, H13 1.173
5 N 1.809 2.296 1.000  C2 1.363, C4 1.472, H14 0.982
6 H 0.783 0.454 3.623  C1 1.161
7 H 0.582 -0.171 1.922  C1 1.069
8 H -0.246 1.206 2.347  C1 1.042
9 H 3.304 0.567 3.453  C3 1.065
10 H 4.129 1.885 2.496  C3 1.208
11 H 3.279 2.507 -0.477  C4 1.086
12 H 3.820 3.231 1.128  C4 1.099
13 H 2.775 4.077 0.080  C4 1.173
14 H 1.013 2.851 0.845  N5 0.982
15 H -0.933 -3.986 -2.236  O17 0.978
16 H -0.653 -2.584 -2.840  O17 0.967
17 O -0.494 -3.131 -2.059  H15 0.978, H16 0.967
18 H -0.940 -0.727 4.139  O20 0.977
19 H -2.502 -0.646 3.914  O20 1.041
20 O -1.671 -0.081 4.183  H18 0.977, H19 1.041
21 H -3.100 -2.813 0.531  O23 0.999
22 H -3.088 -2.221 -1.032  O23 0.981
23 O -3.596 -2.674 -0.325  H21 0.999, H22 0.981
24 H -1.596 2.774 -3.340  O26 0.901
25 H -0.623 2.433 -4.580  O26 0.994
26 O -1.534 2.612 -4.224  H24 0.901, H25 0.994
27 H 1.678 0.826 -3.230  O29 0.933
28 H 2.006 1.055 -4.615  O29 0.959
29 O 1.245 1.023 -4.032  H27 0.933, H28 0.959
30 H 0.642 -0.750 -3.080  O32 0.917
31 H -0.049 -0.350 -4.372  O32 0.980
32 O -0.053 -0.988 -3.628  H30 0.917, H31 0.980
33 H 1.433 -0.435 -0.731  O35 0.959
34 H 2.470 -1.126 -1.633  O35 0.990
35 O 2.166 -0.239 -1.317  H33 0.959, H34 0.990
36 H 2.989 -2.646 1.646  O38 0.932
37 H 2.797 -1.072 1.417  O38 0.904
38 O 2.570 -1.927 1.229  H36 0.932, H37 0.904
39 H -1.118 0.500 -2.824  O41 0.998
40 H -2.583 0.033 -2.656  O41 0.971
41 O -1.930 0.630 -2.258  H39 0.998, H40 0.971
42 H -1.376 -3.229 3.064  O44 0.928
43 H -1.575 -2.582 1.692  O44 0.985
44 O -1.627 -2.430 2.663  H42 0.928, H43 0.985
45 H -3.180 0.169 1.168  O47 0.947
46 H -2.502 0.855 2.485  O47 1.076
47 O -3.168 0.984 1.649  H45 0.947, H46 1.076
48 H 0.119 -2.597 0.272  O50 0.969
49 H 0.986 -2.373 1.341  O50 0.885
50 O 0.298 -2.903 1.174  H48 0.969, H49 0.885
51 H -1.366 1.531 -0.420  O53 0.972
52 H -1.248 2.091 0.975  O53 0.919
53 O -1.065 2.296 0.098  H51 0.972, H52 0.919

The HOMO energy (alpha / beta) comes out at 0.1 / -5.8 eV. The value obtained for the total energy is -32820.6203 eV. The spin multiplicity is 2. The value obtained for the orbital gap (alpha / beta) is 2.4 / 8.2 eV. The calculation puts the LUMO energy (alpha / beta) at 0.0922 / 0.0889 Ha. As for the total charge: -1.



(3)
The following is a DFT calculation (the ωB97M-V functional and the def2-TZVPD basis) of a cluster of 14 separate species, C4H35NO13 in total at a distorted geometry.

Each atom is followed by the atoms it is bonded to, with distances in Å.
Cartesian coordinates (Å):
1 C 1.207 2.081 -0.306  C2 1.494, H6 1.103, H7 1.108, H8 1.094
2 C 2.032 1.003 0.319  C1 1.494, C3 1.350, N5 1.400
3 C 3.347 1.174 0.571  C2 1.350, H9 1.063, H10 1.077
4 C 1.978 -1.317 1.107  N5 1.468, H11 1.082, H12 1.067, H13 1.128
5 N 1.262 -0.101 0.704  C2 1.400, C4 1.468, H14 1.066
6 H 0.467 2.500 0.396  C1 1.103
7 H 0.589 1.728 -1.155  C1 1.108
8 H 1.841 2.885 -0.691  C1 1.094
9 H 3.874 2.056 0.297  C3 1.063
10 H 4.022 0.430 0.959  C3 1.077
11 H 2.599 -1.156 1.978  C4 1.082
12 H 2.612 -1.683 0.331  C4 1.067
13 H 1.256 -2.133 1.396  C4 1.128
14 H 0.433 -0.347 0.080  N5 1.066
15 H -2.285 -2.046 0.593  O17 0.972
16 H -3.244 -1.038 1.409  O17 0.987
17 O -3.008 -1.399 0.522  H15 0.972, H16 0.987
18 H 2.051 1.544 -3.129  O20 0.956
19 H 0.741 0.804 -3.207  O20 0.938
20 O 1.662 0.699 -3.349  H18 0.956, H19 0.938
21 H -2.677 -1.635 -2.689  O23 1.030
22 H -1.908 -1.967 -4.026  O23 0.961
23 O -1.773 -1.543 -3.174  H21 1.030, H22 0.961
24 H -1.220 -3.996 0.802  O26 0.994
25 H -0.532 -2.925 -0.124  O26 1.016
26 O -0.935 -3.044 0.801  H24 0.994, H25 1.016
27 H 2.673 3.103 1.807  O29 0.962
28 H 3.028 2.161 3.016  O29 0.985
29 O 2.674 3.046 2.768  H27 0.962, H28 0.985
30 H -2.391 0.238 2.780  O32 0.948
31 H -2.765 -0.926 3.690  O32 1.017
32 O -3.130 -0.332 2.948  H30 0.948, H31 1.017
33 H -0.609 1.869 2.817  O35 1.014
34 H -0.185 0.545 2.061  O35 0.957
35 O -0.947 1.082 2.274  H33 1.014, H34 0.957
36 H -0.161 4.037 3.556  O38 0.954
37 H 1.052 3.133 3.391  O38 0.957
38 O 0.122 3.128 3.617  H36 0.954, H37 0.957
39 H -4.667 -0.903 -1.996  O41 0.950
40 H -3.830 -1.630 -0.981  O41 0.980
41 O -4.113 -1.672 -1.919  H39 0.950, H40 0.980
42 H -1.222 1.026 -1.874  O44 0.985
43 H -1.209 0.086 -3.075  O44 0.969
44 O -0.928 0.976 -2.813  H42 0.985, H43 0.969
45 H 2.977 -1.928 -2.593  O47 0.973
46 H 2.162 -0.622 -2.461  O47 1.022
47 O 2.343 -1.508 -1.986  H45 0.973, H46 1.022
48 H -2.310 0.048 -0.064  O50 1.001
49 H -1.501 1.202 0.599  O50 0.976
50 O -1.776 0.868 -0.276  H48 1.001, H49 0.976
51 H -0.614 -2.398 -2.232  O53 0.963
52 H 0.894 -2.366 -1.789  O53 0.978
53 O 0.042 -2.832 -1.677  H51 0.963, H52 0.978

The HOMO energy comes out at -8.5 eV. The value obtained for the total energy is -32826.1733 eV. The value obtained for the orbital gap is 8.9 eV. The calculation puts the LUMO energy at 0.0149 Ha. As for the total charge: 0.



(4)
The following is a DFT calculation (the ωB97M-V functional and the def2-TZVPD basis) of a cluster of 13 separate species, C4H35NO14 in total at a distorted geometry.

Each atom is followed by the atoms it is bonded to, with distances in Å.
Cartesian coordinates (Å):
1 C -0.118 1.114 -0.951  O2 1.417, C3 1.507, H8 1.110, H9 1.089
2 O -0.141 2.008 0.148  C1 1.417, H10 0.965
3 C -1.254 0.134 -1.097  C1 1.507, C4 1.565, N7 1.472, H11 1.092
4 C -0.721 -1.120 -1.868  C3 1.565, C5 1.562, H12 1.090, H13 1.101
5 C 0.434 -1.826 -1.090  C4 1.562, O6 1.442, H14 1.087, H15 1.097
6 O 0.248 -1.688 0.333  C5 1.442, H16 0.975
7 N -2.566 0.691 -1.464  C3 1.472, H17 1.017, H18 1.019
8 H -0.173 1.728 -1.875  C1 1.110
9 H 0.898 0.735 -1.048  C1 1.089
10 H -0.656 1.733 0.917  O2 0.965
11 H -1.534 -0.196 -0.094  C3 1.092
12 H -0.564 -0.890 -2.921  C4 1.090
13 H -1.474 -1.897 -1.664  C4 1.101
14 H 1.387 -1.303 -1.092  C5 1.087
15 H 0.432 -2.889 -1.365  C5 1.097
16 H -0.555 -2.034 0.765  O6 0.975
17 H -3.061 0.128 -2.151  N7 1.017
18 H -2.562 1.605 -1.915  N7 1.019
19 H -3.771 0.670 0.308  O21 0.979
20 H -3.729 1.444 1.693  O21 0.964
21 O -3.972 0.614 1.265  H19 0.979, H20 0.964
22 H 3.315 1.252 0.287  O24 0.974
23 H 1.978 1.871 0.060  O24 0.969
24 O 2.856 1.831 -0.348  H22 0.974, H23 0.969
25 H -0.700 3.730 -1.115  O27 0.966
26 H -2.075 3.558 -0.612  O27 0.965
27 O -1.613 3.867 -1.401  H25 0.966, H26 0.965
28 H 4.818 0.915 -1.326  O30 0.965
29 H 4.194 -0.231 -0.640  O30 0.962
30 O 4.611 -0.015 -1.479  H28 0.965, H29 0.962
31 H -2.994 -1.668 -3.615  O33 0.961
32 H -3.544 -2.399 -2.351  O33 0.959
33 O -3.758 -1.769 -3.041  H31 0.961, H32 0.959
34 H -0.465 0.288 3.692  O36 0.960
35 H -0.750 -0.280 2.272  O36 0.965
36 O -0.572 0.529 2.768  H34 0.960, H35 0.965
37 H 1.221 -2.156 3.965  O39 0.963
38 H 1.971 -1.829 2.701  O39 0.974
39 O 1.903 -1.561 3.635  H37 0.963, H38 0.974
40 H 3.618 -3.359 2.082  O42 0.965
41 H 2.597 -3.704 1.027  O42 0.964
42 O 2.934 -2.956 1.533  H40 0.965, H41 0.964
43 H 3.312 0.431 2.482  O45 0.969
44 H 3.168 -0.538 1.394  O45 0.972
45 O 3.797 0.139 1.696  H43 0.969, H44 0.972
46 H -2.097 3.734 2.069  O48 0.965
47 H -1.972 2.446 2.853  O48 0.966
48 O -2.194 2.778 1.973  H46 0.965, H47 0.966
49 H -3.020 -2.275 1.017  O51 0.965
50 H -2.984 -0.783 1.222  O51 0.998
51 O -2.448 -1.604 1.409  H49 0.965, H50 0.998
52 H 2.557 1.013 -3.252  O54 0.967
53 H 3.298 -0.066 -2.614  O54 0.993
54 O 2.490 0.051 -3.178  H52 0.967, H53 0.993

The HOMO energy comes out at -9.3 eV. The value obtained for the total energy is -34870.8503 eV. The value obtained for the orbital gap is 9.3 eV. The calculation puts the LUMO energy at -0.0010 Ha. As for the total charge: 0.